(1)
# C16H49InN3O12

C16H49InN3O12 as an isolated structure in a non-equilibrium geometry (wB97M-V/def2-TZVPD, the Open Molecules 2025 dataset).

Properties
- E_LUMO (eV) = 1.91
- total energy (Eh) = -1895.98599

ORCA input file:
```
! RIJCOSX wB97M-V def2-TZVPD def2/J DEFGRID3
* xyz -1 1
C 2.23 0.95 3.82
C 1.37 0.86 2.80
In 0.24 0.68 0.81
N 0.61 -1.32 0.13
C -1.97 1.10 1.13
C -2.57 -0.24 1.86
C -4.12 0.00 2.21
N -4.86 -1.12 2.88
O -4.63 1.13 1.91
O 0.98 2.19 -0.44
C 0.43 3.45 0.06
N -0.22 4.41 0.48
H 3.18 0.83 4.45
H 0.09 -1.52 -0.75
H 1.62 -1.38 -0.01
H -2.42 1.26 0.07
H -2.18 2.06 1.74
H -2.47 -1.08 1.07
H -1.93 -0.47 2.80
H -4.47 -1.12 3.85
H -4.57 -2.02 2.44
C 2.73 -4.27 -0.16
O 2.54 -3.13 -0.98
H 2.92 -3.94 0.86
H 1.83 -4.89 -0.17
H 3.59 -4.85 -0.52
H 2.37 -3.45 -1.88
C -5.91 -5.02 3.36
O -5.44 -3.92 4.13
H -5.06 -5.63 3.05
H -6.59 -5.63 3.96
H -6.42 -4.64 2.47
H -6.21 -3.40 4.39
C 2.75 2.29 -3.51
O 3.78 1.38 -3.19
H 2.27 1.98 -4.44
H 2.00 2.30 -2.71
H 3.17 3.29 -3.63
H 4.18 1.68 -2.36
C 5.48 0.25 1.69
O 4.07 0.16 1.78
H 5.89 0.34 2.69
H 5.88 -0.65 1.21
H 5.75 1.13 1.10
H 3.73 0.08 0.87
C 5.23 4.44 1.84
O 5.19 3.20 1.14
H 5.85 5.14 1.28
H 4.22 4.84 1.92
H 5.65 4.28 2.83
H 4.63 2.60 1.65
C -0.93 4.10 -3.47
O -0.51 5.35 -2.95
H -0.88 4.14 -4.56
H -0.26 3.31 -3.10
H -1.96 3.90 -3.16
H -0.56 5.28 -1.99
C -5.93 -7.35 -0.04
O -4.96 -6.59 0.66
H -6.91 -6.89 0.08
H -5.67 -7.37 -1.11
H -5.95 -8.37 0.35
H -4.11 -7.02 0.53
C -4.61 2.18 -3.63
O -3.63 1.17 -3.51
H -4.12 3.12 -3.90
H -5.32 1.90 -4.42
H -5.14 2.30 -2.68
H -4.09 0.35 -3.27
C -3.39 -4.76 -1.89
O -3.11 -6.11 -2.22
H -4.20 -4.74 -1.15
H -2.50 -4.30 -1.45
H -3.70 -4.22 -2.78
H -2.39 -6.10 -2.87
C 8.75 7.05 0.21
O 7.34 6.96 0.30
H 9.16 7.15 1.22
H 9.15 6.15 -0.26
H 9.02 7.94 -0.37
H 7.00 6.88 -0.60
*
```

***

(2)
# C24H28N4O5S

C24H28N4O5S as an isolated structure in a non-equilibrium geometry (wB97M-V/def2-TZVPD, the Open Molecules 2025 dataset).

Properties
- E_LUMO (eV) = 0.12
- total energy (Eh) = -1924.12972

ORCA input file:
```
! RIJCOSX wB97M-V def2-TZVPD def2/J DEFGRID3
* xyz 0 1
C -3.46 -2.76 -1.19
C -3.67 -2.72 0.21
H -3.96 -3.60 0.56
H -4.56 -2.01 0.38
O -2.64 -2.53 0.82
C -2.43 -1.14 1.12
O -3.12 -0.30 0.75
C -1.13 -0.82 1.75
N -0.09 -1.66 1.27
C 0.78 -2.38 2.26
O 0.38 -2.19 3.46
C 1.91 -2.94 1.72
H 1.82 -4.23 1.37
H 2.67 -3.00 2.74
S 2.98 -2.31 0.36
C 2.82 -0.66 1.10
N 2.33 -0.36 2.11
N 2.33 1.09 2.11
C 3.11 1.61 0.89
N 3.35 0.45 0.35
C 4.08 0.32 -1.08
C 3.14 0.71 -2.06
H 3.86 0.71 -3.05
H 2.72 1.64 -1.94
H 2.48 0.02 -2.54
H 5.03 1.07 -0.95
H 4.56 -0.86 -1.06
C 3.18 3.07 0.45
O 2.03 3.18 -0.34
C 0.84 3.12 0.07
C 0.42 3.36 1.28
C -0.96 3.18 1.52
C -1.88 3.12 0.69
C -1.53 2.86 -0.69
C -0.20 2.96 -0.98
H 0.19 3.17 -1.98
H -2.21 2.88 -1.63
O -3.20 3.11 1.37
C -4.24 2.87 0.19
H -5.26 2.98 0.85
H -4.01 1.77 -0.11
H -4.40 3.67 -0.37
H -1.34 3.23 2.71
H 1.09 3.18 2.15
H 3.02 3.65 1.27
H 4.23 2.99 -0.09
C 0.14 -1.87 0.00
C 0.11 -0.74 -0.76
C 0.01 -0.57 -2.29
C -0.06 -1.83 -2.77
C 0.17 -3.00 -2.12
C 0.15 -2.95 -0.74
H 0.32 -3.84 -0.20
H 0.27 -4.10 -2.46
H 0.19 -2.01 -3.78
H -0.05 0.34 -2.55
H -0.11 0.31 -0.38
H -0.91 0.22 1.91
H -1.24 -1.04 2.94
H -3.06 -1.79 -1.34
H -2.64 -3.54 -1.56
H -4.35 -3.08 -1.73
*
```

***

Number 2 is which compound? C24H28N4O5S

***

Look up the E_LUMO of the second one. 0.12 eV

***

The highest E_LUMO belongs to which entry? C16H49InN3O12

***

Look up the E_LUMO of the second one. 0.12 eV